No. 1
The ion C8H15IN3O with charge +1 at a distorted geometry. Source: the OMol25 dataset; level of theory: ωB97M-V/def2-TZVPD.

Atoms and positions in Å:
C  0.528  -2.070  0.354
C  -1.334  0.165  -0.829
C  -0.741  1.259  1.358
C  -0.545  1.426  -1.342
C  0.623  1.723  0.847
C  0.078  -1.035  0.994
C  -1.032  -0.104  0.687
C  1.592  0.394  -1.104
N  1.492  -2.940  0.858
N  1.449  -0.090  -2.232
N  0.729  1.504  -0.617
O  0.249  -2.386  -0.936
I  3.347  0.101  0.056
H  -2.352  0.395  -1.184
H  -1.003  -0.899  -1.341
H  -0.656  1.027  2.460
H  -1.644  1.831  1.245
H  -0.344  1.259  -2.426
H  -1.118  2.369  -1.038
H  0.707  2.798  0.928
H  1.472  1.056  1.344
H  0.419  -1.110  2.114
H  -1.855  -0.516  1.229
H  1.370  -3.055  1.816
H  1.469  -3.855  0.363
H  0.801  -3.145  -1.249
H  2.159  -0.756  -2.587
H  1.215  2.424  -1.013

Computed properties:
Spin multiplicity ... 3
Frontier orbital gap (alpha / beta) ... 6.0 / 4.7 eV
Total charge ... +1
LUMO energy (alpha / beta) ... -2.93 / -7.19 eV
E ... -23144.5960 eV
M ... 296.132 g/mol

Atomic partial charges in e from the natural (NBO) method, atoms 1 to 8:
1 C 0.517
2 C -0.451
3 C -0.428
4 C -0.254
5 C -0.239
6 C -0.348
7 C -0.270
8 C 0.096



No. 2
A cluster of 2 separate species, C2H7N2S in total at a distorted geometry. Source: the OMol25 dataset; level of theory: ωB97M-V/def2-TZVPD.

Atoms and positions in Å:
C  -2.528  -0.716  0.294
C  2.097  1.170  0.143
N  0.997  -1.297  -0.143
N  -1.443  -0.382  -0.272
S  2.300  -0.690  0.001
H  -3.557  -0.243  -0.103
H  2.228  1.482  -0.803
H  3.005  1.464  0.607
H  1.199  1.246  0.549
H  -2.582  -1.523  1.038
H  -1.618  0.245  -1.036
H  -0.099  -0.756  -0.276

Computed properties:
Frontier orbital gap ... 8.6 eV
Total charge ... +1
LUMO energy ... -5.94 eV
E ... -15992.5428 eV
M ... 91.159 g/mol
Energy above the lowest of the compared OMol25 structures with the same formula, charge and spin ... 97.2 kcal/mol

Atomic partial charges in e from the natural (NBO) method, atoms 1 to 8:
1 C 0.078
2 C -0.766
3 N -0.741
4 N -0.655
5 S 1.130
6 H 0.210
7 H 0.245
8 H 0.257



No. 3
The molecule C5H7N. Source: the OMol25 dataset; level of theory: ωB97M-V/def2-TZVPD.

Atoms and positions in Å:
C  1.840  0.166  -0.210
C  0.421  0.244  0.330
C  -0.464  1.419  0.044
C  -1.721  0.814  -0.142
C  -1.627  -0.581  -0.132
N  -0.376  -0.971  0.084
H  2.397  -0.646  0.273
H  1.860  0.007  -1.292
H  2.347  1.109  0.008
H  0.468  0.356  1.429
H  -2.664  1.334  -0.287
H  -2.413  -1.323  -0.255
H  -0.067  -1.928  0.151

Computed properties:
Frontier orbital gap ... 8.3 eV
Total charge ... 0
LUMO energy ... 0.48 eV
E ... -6785.6354 eV
M ... 81.118 g/mol
Energy above the lowest of the compared OMol25 structures with the same formula, charge and spin ... 66.3 kcal/mol

Atomic partial charges in e from the natural (NBO) method, atoms 1 to 8:
1 C -0.603
2 C -0.200
3 C -0.080
4 C -0.463
5 C 0.134
6 N -0.533
7 H 0.200
8 H 0.215



No. 4
A structure of composition C15H13Cl2N3O4S3 at a distorted geometry. Source: the OMol25 dataset; level of theory: ωB97M-V/def2-TZVPD.

Atoms and positions in Å:
C  -0.924  -4.069  0.939
H  -0.179  -4.944  1.054
O  -0.199  -2.784  1.241
C  0.897  -2.606  0.574
C  0.653  -1.957  -0.853
N  0.116  -0.526  -0.366
C  0.977  0.402  0.022
N  2.325  0.346  -0.311
C  3.058  1.438  0.000
O  2.669  2.468  0.348
C  4.503  1.384  0.085
C  5.099  0.085  -0.229
Cl  4.536  -1.721  -0.486
S  6.951  0.235  -0.047
C  6.763  1.845  0.072
C  5.409  2.224  0.381
H  5.187  3.103  0.475
Cl  8.122  2.783  0.455
S  0.427  2.169  0.186
C  -1.284  1.356  0.184
C  -2.545  1.890  0.142
C  -3.730  1.203  0.192
C  -3.524  -0.116  -0.256
C  -2.344  -0.772  -0.304
C  -1.144  0.125  -0.530
H  -2.126  -1.843  -0.743
H  -4.420  -0.976  -0.435
S  -5.189  2.003  0.165
O  -6.281  0.777  0.516
O  -5.128  2.914  1.170
N  -5.428  2.553  -1.414
H  -5.494  3.424  -1.503
H  -6.225  2.091  -1.784
H  -2.630  2.799  0.499
H  -0.135  -2.339  -1.341
H  1.625  -1.494  -1.183
H  1.459  -1.952  1.113
H  1.403  -3.468  0.641
H  -1.241  -4.021  -0.197
H  -2.007  -4.027  1.529

Computed properties:
Frontier orbital gap ... 7.6 eV
Total charge ... 0
LUMO energy ... -0.82 eV
E ... -85964.0228 eV
M ... 466.393 g/mol

Atomic partial charges in e from the natural (NBO) method, atoms 1 to 8:
1 C -0.295
2 H 0.201
3 O -0.531
4 C -0.052
5 C -0.235
6 N -0.411
7 C 0.380
8 N -0.666